127
Properties=species:S:1:pos:R:3:lowdin_charge:R:1 method="wB97M-V/def2-TZVPD" multiplicity=1 charge=0 homo_energy_ev=-7.9104
C -7.477 -1.447 0.523 -0.14
C -6.402 -0.293 0.021 -0.28
C -5.321 -0.863 -1.068 -0.21
C -4.074 0.123 -1.421 -0.27
C -4.278 1.606 -0.764 -0.13
C -2.560 -0.539 -1.132 -0.48
C -2.424 -1.732 -2.244 -0.19
C -1.293 -2.865 -1.986 -0.22
C -2.050 -4.346 -1.807 -0.26
N -1.392 -5.155 -0.669 -0.06
O -1.655 0.605 -1.310 -0.24
C -0.249 0.320 -1.204 -0.53
Cl 0.357 0.088 -2.988 0.67
C 0.752 1.447 -0.589 -0.55
O 1.354 2.169 -1.709 -0.33
C 0.724 3.422 -2.067 -0.39
C -0.802 3.366 -2.644 -0.13
C -1.185 4.921 -3.129 -0.20
O -2.612 5.109 -2.712 -0.15
P 1.784 4.104 -3.561 0.40
O 1.042 3.721 -5.119 -0.28
O 1.890 5.838 -3.446 -0.30
S 3.614 3.413 -3.560 0.26
C 0.257 2.324 0.679 -0.59
I -1.676 2.133 1.767 0.84
C 1.139 3.389 1.313 -0.67
C 2.651 3.776 0.819 -0.19
I 0.439 4.583 3.070 0.73
P 2.238 0.400 0.140 0.93
C 1.661 -0.752 1.536 -0.31
C 3.241 -0.458 -1.218 -0.32
P -2.517 -1.355 0.595 0.79
N -3.594 -0.807 1.662 -0.33
H -7.245 -2.443 -0.045 0.07
H -8.572 -1.091 0.266 0.08
H -7.404 -1.529 1.693 0.08
H -5.944 0.181 0.987 0.08
H -6.993 0.586 -0.525 0.11
H -5.020 -1.950 -0.710 0.09
H -5.933 -1.036 -2.078 0.13
H -4.084 0.282 -2.605 0.15
H -3.506 2.425 -1.135 0.06
H -5.338 1.999 -1.149 0.09
H -4.384 1.594 0.424 0.04
H -2.153 -1.195 -3.275 0.12
H -3.436 -2.311 -2.478 0.12
H -0.646 -2.980 -2.977 0.12
H -0.616 -2.749 -1.048 0.08
H -2.075 -4.966 -2.798 0.12
H -3.184 -4.221 -1.460 0.11
H -0.383 -5.326 -0.870 0.07
H -1.542 -4.684 0.250 0.03
H -0.018 -0.698 -0.681 0.07
H 0.768 4.286 -1.280 0.12
H -1.511 3.177 -1.702 0.11
H -0.996 2.568 -3.477 0.12
H -1.145 5.061 -4.289 0.12
H -0.557 5.698 -2.515 0.12
H -2.652 5.758 -1.938 0.11
H 0.610 4.570 -5.489 0.09
H 2.135 6.004 -2.468 0.09
H 3.081 4.694 1.450 0.07
H 3.365 2.866 1.117 0.07
H 2.753 4.098 -0.300 0.06
H 0.992 -1.611 1.100 0.02
H 1.095 -0.116 2.365 0.06
H 2.628 -1.179 2.091 0.07
H 2.623 -1.397 -1.597 0.03
H 3.364 0.263 -2.133 0.05
H 4.317 -0.817 -0.850 0.07
H -1.190 -1.177 1.127 -0.02
H -2.738 -2.792 0.439 0.02
H -4.194 -1.638 1.944 -0.01
C -0.300 10.877 2.814 -0.05
C 1.029 11.245 3.489 -0.43
C 2.163 10.251 3.263 -0.29
F 1.877 9.022 3.749 0.08
F 3.291 10.659 3.905 0.09
F 0.812 11.458 4.815 0.13
F 1.419 12.457 2.980 0.10
O -1.268 10.224 3.640 0.03
C -1.110 8.811 3.765 -0.48
C -0.786 8.374 5.199 -0.26
F 0.353 8.954 5.658 0.09
F -0.592 7.029 5.269 0.05
F -0.197 8.383 2.862 0.09
F -2.299 8.272 3.379 0.14
H -0.779 11.824 2.536 0.15
H -0.157 10.355 1.860 0.15
H 2.403 10.158 2.200 0.17
H -1.599 8.639 5.883 0.18
C -2.594 -7.490 2.058 -0.06
C -1.265 -7.121 2.734 -0.43
C -0.131 -8.115 2.507 -0.29
F -0.417 -9.344 2.993 0.09
F 0.997 -7.707 3.149 0.09
F -1.483 -6.908 4.059 0.13
F -0.876 -5.910 2.224 0.08
O -3.562 -8.142 2.885 0.03
C -3.404 -9.555 3.010 -0.48
C -3.080 -9.992 4.444 -0.26
F -1.942 -9.412 4.903 0.09
F -2.886 -11.337 4.514 0.09
F -2.491 -9.984 2.107 0.12
F -4.593 -10.094 2.623 0.14
H -3.074 -6.542 1.781 0.14
H -2.451 -8.011 1.104 0.15
H 0.109 -8.208 1.445 0.18
H -3.894 -9.727 5.128 0.18
C 7.180 -2.354 -3.241 -0.05
C 8.516 -3.054 -2.949 -0.43
C 8.751 -4.343 -3.729 -0.29
F 7.819 -5.286 -3.460 0.08
F 9.951 -4.891 -3.396 0.09
F 8.629 -3.256 -1.608 0.12
F 9.513 -2.172 -3.275 0.10
O 6.118 -2.612 -2.319 0.02
C 5.375 -3.806 -2.562 -0.48
C 5.516 -4.834 -1.433 -0.26
F 6.811 -5.191 -1.235 0.09
F 4.838 -5.977 -1.724 0.09
F 5.714 -4.302 -3.776 0.12
F 4.075 -3.416 -2.669 0.13
H 7.367 -1.277 -3.140 0.15
H 6.859 -2.478 -4.282 0.15
H 8.759 -4.159 -4.806 0.17
H 5.128 -4.435 -0.489 0.18